Density functional theory data (ωB97M-V/def2-TZVPD) for a 2-piece molecular cluster, CH5N2O overall.

```
9
Properties=species:S:1:pos:R:3:nbo_charge:R:1
C -0.44 0.98 0.14 -0.590
N -2.18 -0.69 0.06 0.350
N -1.44 0.10 0.03 0.178
O 1.18 -1.19 0.01 -0.987
H -0.27 1.44 -0.93 0.318
H 0.64 0.49 0.12 0.388
H -0.69 1.61 0.97 0.302
H 1.25 -1.49 -0.96 0.521
H 1.96 -1.25 0.57 0.521
```

The HOMO energy comes out at -16.55 eV. Its charge is +1. The calculation puts the frontier orbital gap at 11.3 eV. The energy above the lowest of the compared OMol25 structures with the same formula, charge and spin is 2.7165 eV.

***

Density functional theory data (ωB97M-V/def2-TZVPD) for a 5-piece molecular cluster, C41H57BF13N2O14S2 overall.

```
130
Properties=species:S:1:pos:R:3:lowdin_charge:R:1
C -4.29 3.48 -2.47 -0.076
C -4.55 1.93 -2.36 -0.168
C -3.65 1.05 -3.30 -0.220
F -4.27 -0.24 -3.35 -0.029
C -2.13 0.95 -2.89 -0.073
B -1.28 2.16 -3.60 -0.534
O -0.08 2.61 -2.99 0.125
O -1.69 2.79 -4.78 0.002
C -1.16 4.14 -4.91 -0.038
C -1.71 1.14 -1.38 -0.166
O -2.20 1.97 -0.39 0.110
N -0.70 0.37 -1.06 0.054
C -0.15 0.34 0.32 -0.017
C -1.18 -0.50 1.21 -0.147
O -0.75 -1.86 1.39 -0.071
C -1.69 -2.58 2.14 -0.282
O -1.66 -3.80 2.10 0.094
C -0.22 -0.45 -2.23 -0.149
C 0.58 -1.76 -1.88 -0.098
C 2.13 -1.42 -2.02 -0.266
C 3.08 -2.55 -1.46 -0.452
S 4.72 -1.73 -1.12 0.840
C 4.46 -0.52 0.26 -0.984
S 4.18 1.08 -0.07 0.738
N 4.50 -1.08 1.58 -0.201
C 3.18 -1.59 2.03 -0.117
C 2.31 -0.44 2.67 -0.185
O 2.97 -0.07 3.90 -0.142
C 4.14 0.64 3.47 -0.190
C 5.14 -0.19 2.58 -0.162
C -1.56 -0.53 -3.04 -0.121
C -1.61 -1.23 -4.41 -0.125
C -1.40 -2.69 -4.52 -0.028
C -1.48 -3.41 -5.80 -0.056
C -1.78 -2.70 -7.05 -0.056
C -1.99 -1.26 -6.97 -0.056
C -1.91 -0.55 -5.68 -0.008
H -3.28 3.67 -1.99 0.074
H -4.19 3.85 -3.53 0.091
H -5.01 4.10 -1.88 0.093
H -4.52 1.58 -1.29 0.111
H -5.61 1.75 -2.69 0.130
H -3.77 1.47 -4.34 0.160
H 0.63 2.47 -3.64 0.132
H -0.06 4.11 -5.15 0.107
H -1.37 4.78 -4.02 0.112
H -1.65 4.58 -5.83 0.114
H -2.83 1.41 0.12 0.139
H -0.08 1.35 0.79 0.153
H 0.80 -0.25 0.36 0.116
H -1.28 -0.03 2.23 0.144
H -2.21 -0.53 0.74 0.132
H -2.50 -2.10 2.74 0.156
H 0.60 0.23 -2.61 0.156
H 0.39 -2.62 -2.56 0.105
H 0.46 -2.10 -0.80 0.111
H 2.42 -1.27 -3.10 0.130
H 2.31 -0.42 -1.53 0.054
H 2.68 -3.11 -0.58 0.071
H 3.30 -3.28 -2.29 0.090
H 2.62 -1.96 1.12 0.100
H 3.37 -2.44 2.74 0.148
H 1.27 -0.85 2.84 0.118
H 2.26 0.46 1.99 0.093
H 4.71 0.92 4.42 0.120
H 3.82 1.62 3.01 0.116
H 5.84 0.55 2.11 0.120
H 5.79 -0.82 3.26 0.136
H -2.22 -1.13 -2.33 0.174
H -1.20 -3.34 -3.63 0.100
H -1.32 -4.51 -5.87 0.104
H -1.88 -3.24 -8.02 0.109
H -2.23 -0.73 -7.92 0.109
H -2.11 0.55 -5.72 0.094
C -4.44 -4.65 4.89 -0.052
C -3.05 -4.14 5.22 -0.209
O -2.93 -3.89 6.62 0.027
C -2.69 -4.96 7.39 -0.380
O -2.58 -6.08 6.99 0.179
C -2.54 -4.55 8.86 -0.527
F -3.49 -3.68 9.24 0.159
F -1.36 -3.94 9.07 0.159
F -2.60 -5.59 9.69 0.170
H -5.20 -3.96 5.26 0.085
H -4.56 -4.77 3.81 0.081
H -4.63 -5.61 5.36 0.082
H -2.88 -3.19 4.71 0.097
H -2.28 -4.83 4.88 0.127
C 7.13 7.17 0.56 -0.058
C 6.08 6.59 1.49 -0.195
O 4.88 6.26 0.76 0.030
C 4.90 5.11 0.10 -0.391
O 5.82 4.35 0.07 0.157
C 3.55 4.86 -0.58 -0.530
F 3.09 5.95 -1.22 0.161
F 2.60 4.52 0.31 0.144
F 3.60 3.88 -1.49 0.118
H 6.73 8.03 0.01 0.085
H 8.01 7.49 1.13 0.086
H 7.45 6.44 -0.18 0.078
H 5.80 7.34 2.23 0.127
H 6.45 5.72 2.03 0.127
C 3.89 0.22 9.83 -0.060
C 4.91 1.33 10.01 -0.197
O 5.91 1.28 8.98 0.032
C 5.57 1.82 7.80 -0.386
O 4.51 2.32 7.57 0.166
C 6.74 1.73 6.82 -0.521
F 7.32 0.52 6.82 0.161
F 7.70 2.62 7.12 0.167
F 6.36 1.98 5.56 0.141
H 4.38 -0.75 9.78 0.085
H 3.18 0.22 10.66 0.085
H 3.33 0.35 8.90 0.076
H 5.43 1.19 10.96 0.127
H 4.44 2.31 10.04 0.127
C -6.38 -1.62 -5.90 -0.062
C -7.24 -2.72 -6.50 -0.196
O -7.50 -2.47 -7.89 0.031
C -6.52 -2.81 -8.73 -0.384
O -5.47 -3.29 -8.40 0.160
C -6.94 -2.54 -10.18 -0.527
F -7.52 -1.33 -10.32 0.160
F -7.83 -3.45 -10.61 0.166
F -5.91 -2.58 -11.03 0.164
H -6.84 -0.64 -6.07 0.085
H -6.25 -1.77 -4.83 0.076
H -5.39 -1.59 -6.37 0.067
H -8.21 -2.74 -6.00 0.127
H -6.79 -3.70 -6.36 0.127
```

The HOMO energy comes out at -10.37 eV. Its charge is +1. The calculation puts the frontier orbital gap at 6.9 eV.

***

Density functional theory data (ωB97M-V/def2-TZVPD) for one molecule with the formula C5H7N.

```
13
Properties=species:S:1:pos:R:3:nbo_charge:R:1
C 0.46 -1.53 1.60 -0.667
C 0.14 -1.12 0.20 0.142
N -0.85 -0.36 -0.01 -0.399
C -0.80 0.42 -1.23 -0.318
C -0.40 1.77 -0.81 0.009
C -0.08 2.85 -0.39 -0.252
H -0.19 -0.96 2.26 0.236
H 0.38 -2.60 1.81 0.224
H 1.50 -1.23 1.78 0.224
H 0.86 -1.37 -0.59 0.141
H -1.79 0.47 -1.69 0.226
H -0.08 0.03 -1.97 0.196
H 0.18 3.83 -0.04 0.238
```

The HOMO energy comes out at -9.81 eV. Its SMILES is C#CC/N=C/C. The calculation puts the frontier orbital gap at 11.0 eV. The energy above the lowest of the compared OMol25 structures with the same formula, charge and spin is 2.7003 eV.

***

Density functional theory data (ωB97M-V/def2-TZVPD) for a 3-piece molecular cluster, C5H12O3 overall.

```
20
Properties=species:S:1:pos:R:3:nbo_charge:R:1
C -0.53 -2.62 0.66 -0.380
C -0.40 -2.34 -0.63 -0.202
C -0.17 -0.99 -1.14 -0.311
C 0.27 0.15 -0.59 0.336
O 0.87 0.21 0.67 -0.728
C 0.06 1.50 -1.21 -0.673
H -0.75 -3.63 0.93 0.200
H -0.54 -1.92 1.45 0.173
H -0.61 -2.97 -1.50 0.214
H -0.47 -0.87 -2.16 0.204
H 0.20 -0.04 1.33 0.483
H -0.87 1.94 -0.93 0.219
H 0.35 1.38 -2.26 0.236
H 0.90 2.17 -0.85 0.231
H 2.98 -0.51 0.75 0.511
H 4.50 -0.25 1.51 0.489
O 3.92 -0.30 0.75 -1.003
H -3.85 3.29 1.60 0.492
H -2.65 2.52 0.71 0.487
O -3.20 3.28 0.90 -0.978
```

The HOMO energy comes out at -8.77 eV. Its SMILES is C=C/C=C(/C)O.O.O. The calculation puts the frontier orbital gap at 9.1 eV. The energy above the lowest of the compared OMol25 structures with the same formula, charge and spin is 3.0924 eV.